# C32H54AsBBr2CsN7O3Si3

C32H54AsBBr2CsN7O3Si3 as an isolated structure at a distorted geometry (ωB97M-V/def2-TZVPD, the OMol25 dataset).

Structure (XYZ):
```
104
Properties=species:S:1:pos:R:3:mulliken_charge:R:1
Si 3.638 -1.118 -1.759 0.2802
H -6.848 -0.681 -0.748 0.4166
N -3.371 -1.707 -1.890 0.4268
H -4.195 -3.940 2.758 0.3805
C -1.700 3.679 -3.236 -1.4112
H 3.632 1.346 5.688 0.2711
C 5.155 -1.321 -2.913 -1.1712
C -3.848 -3.036 3.266 -0.9608
H -4.459 1.554 2.046 0.6523
C -1.126 -2.960 2.452 0.0943
H -0.726 -3.055 -0.809 0.4005
C 0.704 1.623 3.975 -0.1930
H 4.872 -1.579 -3.935 0.3666
H 2.966 4.799 -2.583 0.4546
C 2.744 -0.484 -5.212 -1.1461
C 1.324 2.788 6.023 0.1289
H -5.297 -0.894 -2.685 -0.2479
As 1.797 0.395 -1.864 0.5287
H -0.515 1.660 -4.692 0.0404
H -3.355 -2.336 1.228 -0.0084
H 5.804 -2.114 -2.535 0.3833
O -1.455 2.058 3.058 -0.4025
H -0.717 -0.978 4.109 0.0381
C 2.886 1.179 4.922 -0.9237
H -0.076 -2.729 2.653 0.2467
C -6.152 0.477 1.035 -0.8919
O -0.296 2.072 -2.172 -0.7444
C 3.109 0.309 3.889 -0.6054
H -4.684 -2.636 3.847 0.3437
H -0.866 -1.166 -3.623 -0.1082
H 3.517 -3.619 -1.337 0.4322
N 0.955 0.765 2.972 0.1427
H 2.487 -0.425 -6.272 0.4511
C 4.777 2.211 -2.687 -1.1640
H 4.043 -0.232 3.805 0.4481
C -1.652 -2.842 -1.322 -0.3464
H 5.743 -0.402 -2.960 0.3154
C -1.679 -4.007 3.459 -0.7468
H 3.900 3.738 0.046 0.4266
C -4.858 0.994 1.211 -0.6908
H -0.238 -1.683 -5.198 0.4576
H 2.214 3.789 -3.830 0.2974
H 2.337 2.985 0.392 0.1556
H -2.315 -0.253 3.964 0.4019
N -4.094 0.711 0.163 0.0653
C 2.322 3.933 -2.751 -1.1375
C -0.926 3.151 -2.022 0.8227
H -0.916 -4.323 4.178 0.2976
H -2.094 -4.616 -2.620 0.4053
H -1.564 -2.560 5.645 0.3669
O -0.956 3.817 -0.969 -0.8705
C -2.327 -2.240 4.929 -0.8761
C 0.043 -1.423 -4.174 -0.7107
H 2.230 -0.553 2.096 0.4134
H 5.231 -1.681 0.123 0.4665
C -2.348 -3.636 -2.248 -1.0795
C -3.293 -1.989 2.261 0.4673
Br 2.570 3.193 7.428 -0.3289
Br -2.523 4.019 5.142 -0.2715
C 4.490 -0.900 -0.066 -0.5293
H -1.211 -3.313 1.423 -0.1888
H -3.751 0.400 -2.637 -0.3278
C -6.089 -0.153 -0.195 -0.3864
N -4.847 0.010 -0.691 0.0029
H -4.257 -3.053 -3.261 0.3851
H 0.339 1.143 -6.162 0.5164
H 3.809 2.013 0.432 0.1480
B -4.336 -0.490 -2.066 0.4024
H -0.140 4.108 6.840 0.3896
C -1.770 -1.198 3.920 -0.2896
C 2.844 -2.850 -1.722 -0.9503
H -2.049 -4.900 2.948 0.3787
H 4.999 0.066 -0.011 0.2723
C 1.660 1.876 5.006 0.8220
C -0.616 2.273 3.957 0.2451
H 1.063 2.343 -5.074 0.1868
H -3.172 -1.840 5.496 0.2710
Cs -1.136 1.783 0.525 1.2099
H 1.338 4.157 -2.340 0.1567
Si 3.033 2.392 -1.916 0.6024
N -2.274 -1.685 -1.121 -0.1864
H 2.525 -3.152 -2.724 0.2579
H -6.996 0.542 1.703 0.3773
C 0.100 3.413 6.048 -0.4047
H 3.754 -0.927 0.740 -0.2603
H 0.469 -2.310 -3.700 0.1733
H 1.951 -2.828 -1.091 0.0523
C 3.307 2.832 -0.089 -0.8868
H -3.835 -1.046 2.321 -0.2407
H 3.610 0.161 -5.040 0.1814
H 3.043 -1.512 -4.996 0.2779
C 2.102 0.132 2.928 -0.7426
H 5.270 3.180 -2.791 0.4393
N -2.798 -3.435 4.215 -0.2577
C -0.830 3.151 5.056 -0.0747
H 4.718 1.753 -3.678 0.2133
C 0.462 1.432 -5.115 -0.9502
H -2.251 4.579 -2.969 0.3240
H 5.409 1.573 -2.062 0.2605
Si 1.251 0.032 -4.120 0.4827
C -3.442 -2.860 -2.582 -0.3738
H -2.390 2.905 -3.579 0.2540
N -1.889 -1.725 2.566 0.2911
H -0.996 3.900 -4.039 0.2268
```

Values from the calculation:
* LUMO: 0.134 hartree
* net charge: -2
* relative energy (zero: lowest compared OMol25 entry of this formula, charge and spin): 22.7 kcal per mole
* DFT total energy: -10158.299538 Ha
* orbital gap: 6.169 eV